Density functional theory data (ωB97M-V/def2-TZVPD) for a structure of composition C66H165InN11O26P in a non-equilibrium geometry.

Structure (XYZ):
```
270
Properties=species:S:1:pos:R:3
In 1.9460 -1.3713 -0.4430
P -0.3858 0.6867 0.4198
O 1.0891 1.2262 0.1610
O -2.0993 8.3771 -1.4669
O -3.5281 -3.6482 -2.9422
O 4.1074 0.2936 -1.8177
O 2.0387 -2.5895 -5.8823
O 5.6591 3.8151 -0.9351
O -1.9670 -3.1839 6.8640
O -4.2811 1.1740 -3.0049
O -7.0249 -4.1136 8.3584
O 1.3737 -4.5436 -3.5703
O 0.6115 5.4415 -1.7837
O -2.1093 6.3251 -5.5512
O 0.6092 2.4459 -5.2736
O -0.5996 -0.1762 -0.8870
O -1.4703 1.7277 0.7291
O -4.3608 -1.7859 1.3966
O 0.2420 2.2659 5.4001
O -1.9981 -10.9039 -0.5320
O -4.1520 4.5833 3.3462
O 10.1019 5.0534 -5.9199
O 1.8646 6.0192 3.5566
O 1.2067 -3.8224 1.2353
O 3.9460 -3.3604 -0.0256
O 4.2233 -0.2527 1.1839
O -0.0753 -0.3962 1.5273
O -3.3687 -6.4796 2.4846
N 7.9647 4.4542 -2.9121
N -0.6336 -2.7230 -1.8249
N -1.8043 -0.2912 3.7508
N 1.1270 3.9580 1.0016
N -4.9838 -3.3068 6.5739
N 1.2661 0.8324 -2.6779
N 3.0045 -2.6504 -2.9373
N -2.4857 -9.1120 1.9204
N -3.5207 3.2257 -0.0954
N -3.7628 5.6485 -2.2153
N 2.0193 -1.6406 2.6061
C 0.2774 0.5976 -3.7457
C -3.2040 -1.5378 2.1056
C -3.3689 4.8043 4.5452
C -3.3967 1.9394 -2.2077
C -4.1662 -2.2307 6.0296
C -0.3203 1.9434 -4.3077
C 3.6283 1.6229 -2.1009
C -2.8983 -2.0848 6.9140
C -3.3927 4.3300 2.1300
C 3.2612 -1.6761 -4.0419
C -3.7381 0.1970 -3.8570
C -3.0728 6.5969 -4.4834
C 0.7298 -4.8979 0.5049
C -2.9328 7.4671 -0.7137
C -2.4917 -7.1519 3.3016
C 4.3445 -4.0880 -1.2027
C -0.0227 -4.3698 -3.6502
C -0.0155 4.3820 -1.0858
C 6.9985 4.0854 -0.5923
C -3.2440 -5.0502 2.5941
C 0.1648 3.6761 -5.8380
C -3.1521 -2.8937 -1.6995
C -2.4890 6.9069 -6.7888
C 1.3203 2.3730 6.4046
C 1.1408 3.8721 2.4445
C 0.7489 5.0913 3.2801
C -0.0615 4.6423 0.4141
C -3.1081 -11.0022 0.4743
C 2.5952 6.5888 2.4484
C 2.0485 -3.1889 -7.1486
C 4.8042 4.1977 0.0739
C 3.3034 -2.2234 -5.4378
C -4.1789 3.4780 1.1579
C -2.6791 5.7625 -3.2282
C 2.8811 -0.7008 3.2531
C -1.5005 1.0502 4.2590
C 1.8249 -5.7202 -4.2404
C -1.7509 -3.3647 -1.2421
C 0.7511 -3.7078 2.5947
C 8.0328 3.6538 -1.7141
C -4.1532 6.9259 -1.5442
C -7.2322 -4.2312 6.9480
C -2.8121 -8.6186 3.2557
C -7.8745 -5.0215 9.0933
C 5.5449 -0.7646 1.4991
C -4.6940 -0.7246 0.4676
C 8.9290 5.2130 -5.0696
C -0.9747 -11.8841 -0.3269
C 4.2464 -3.3778 -2.6175
C -0.5057 -2.9420 -3.2800
C 9.0482 4.1811 -3.9176
C -1.4495 -3.5132 5.6189
C -3.0454 -0.2454 2.9182
C -2.7717 -10.5422 1.8854
C 1.6221 -2.8085 3.3888
C 10.0629 6.0400 -6.9697
C 2.4254 1.7173 -3.0395
C -4.9502 -3.7204 -3.0840
C 3.4824 0.3331 2.2763
C -6.3669 -3.2835 6.0874
C -0.8382 8.6231 -0.9644
C 5.4905 0.3426 -1.4868
C -4.2650 2.4449 -1.0584
C -0.3118 0.9984 5.1797
C 4.4472 -3.9744 1.1809
C 1.9894 5.6472 -1.5111
H 2.9093 -5.7400 -4.1324
H 10.9260 5.8394 -7.6045
H 5.5371 -3.9798 1.1948
H -2.5797 -6.6985 4.2889
H 3.3261 7.3159 2.8023
H -4.5443 2.6239 1.7281
H -0.9781 4.2511 0.8557
H -1.0410 4.1835 -1.3972
H -0.5274 -4.0725 5.7769
H 3.6030 -1.2682 3.8404
H -4.1149 5.0019 5.3150
H 2.4434 -3.3674 -3.3746
H 0.3283 3.2033 2.7288
H -0.2440 7.7093 -0.9630
H -0.2650 -3.3135 2.5803
H 5.7951 -0.6891 -1.3109
H 1.8609 7.0822 1.8116
H -4.5014 7.6674 -2.2633
H -3.7879 -4.5540 1.7903
H -2.6053 1.2935 -1.8276
H -2.8585 -0.3257 -3.4813
H -2.4525 4.7662 -3.6076
H -8.0504 -5.9607 8.5689
H 2.2827 -2.6017 -8.0365
H 9.0214 3.1707 -4.3256
H 2.6539 1.0014 2.0418
H -0.5632 0.0521 -3.3168
H -1.5749 -3.2222 -0.1758
H 6.3518 -0.0319 1.5136
H -3.3159 8.1162 0.0737
H 7.2009 3.5317 0.3246
H 4.3902 2.1898 -2.6359
H 1.0169 2.0103 7.3867
H -2.2997 6.7198 -0.2355
H -5.3840 -2.7256 -2.9820
H -5.0113 6.7181 -0.9049
H -2.2108 -4.7059 2.5479
H -3.3044 7.6429 -4.2827
H 5.3892 -4.3925 -1.1393
H -5.0373 4.0812 0.8623
H 0.5175 3.4530 -1.2882
H -2.9504 -8.6824 1.1332
H -1.2050 1.6683 3.4112
H -0.3557 9.4677 -1.4562
H -3.8620 -3.0713 -0.8916
H -3.7811 -4.6476 3.4528
H -8.2889 -4.0525 6.7494
H -0.1506 5.6033 2.9385
H -0.5674 -5.0976 -3.0487
H 0.6338 0.0262 -4.6027
H -0.1716 -11.7881 -1.0577
H -7.3466 -5.1952 10.0310
H 5.5231 -1.1967 2.4996
H -0.3488 -4.6049 -4.6634
H 4.0188 -4.9724 1.2739
H -2.9184 2.7354 -2.7783
H -0.5359 -11.7860 0.6660
H -2.7704 2.5882 0.1298
H -1.1518 -0.4005 2.9876
H 0.6055 -4.6216 3.1709
H 0.9333 4.0223 -6.5291
H -5.3593 -1.0857 -0.3167
H -3.7739 -0.2752 0.0940
H 0.4506 4.6539 4.2329
H 2.0152 3.3169 2.7840
H 4.0866 -0.9912 -3.8477
H 4.1507 0.9912 2.8315
H -3.8991 -2.3671 4.9817
H 0.0144 5.7106 0.6170
H 1.7423 -5.6190 -5.3225
H -2.3517 -1.5753 1.4272
H -2.5234 7.9770 -6.5842
H -6.6963 -2.2556 6.2389
H 9.0147 3.7408 -1.2489
H 4.1249 -3.3920 2.0440
H 2.3426 -0.1639 4.0340
H 8.8811 6.2191 -4.6531
H 7.1109 5.1560 -0.4207
H -1.4761 -2.8417 -3.7662
H 3.3336 2.1071 -1.1700
H -3.2529 -1.8618 7.9203
H 5.0843 -2.6827 -2.6722
H 0.2000 -2.2230 -3.6960
H 1.1695 -5.8409 0.8298
H -0.9048 -1.7578 -1.7021
H 2.2345 5.9600 -0.4961
H 0.0604 4.4630 -5.0910
H -5.1595 0.1410 0.9389
H -3.9504 -0.2047 3.5244
H -2.8413 3.8688 4.7307
H 2.1128 2.7615 -3.0432
H -2.2155 -4.0638 5.0728
H 1.0460 2.9997 0.6932
H 0.8165 1.3405 -1.9297
H 4.8001 5.2735 0.2494
H 2.2232 1.8099 6.1683
H -6.9189 -5.2423 6.6879
H 4.4967 -4.1187 -3.3768
H -2.5008 3.8003 2.4646
H -0.9490 8.8317 0.0997
H 8.0359 2.5898 -1.9504
H -5.4513 -4.3641 -2.3611
H -3.6101 -10.8297 2.5199
H 5.7939 -1.6307 0.8860
H 4.0088 -3.0539 -5.4107
H 2.4702 4.6741 -1.6115
H 2.5165 -3.3952 3.5984
H -3.0558 5.2490 1.6504
H 1.2052 -2.5193 4.3535
H -2.3000 -1.2305 6.5973
H 7.0286 4.4955 -3.2890
H 2.7469 1.5320 -4.0644
H 9.1727 5.9890 -7.5967
H 1.1554 -4.8062 -0.4944
H -6.4808 -3.5273 5.0312
H -1.8927 -11.1054 2.1986
H -2.6861 5.6452 4.4229
H 3.0248 5.7566 1.8908
H 5.6923 0.8894 -0.5657
H 10.1241 7.0597 -6.5894
H -1.2299 1.6376 -4.8245
H -4.0298 6.2021 -4.8246
H 9.9833 4.0995 -3.3635
H -0.7021 3.5333 -6.4831
H -2.4087 1.4634 4.6978
H -1.1008 -2.6921 4.9926
H -2.1414 -9.1677 3.9165
H -5.0516 3.0538 -1.5041
H -4.0119 -10.4498 0.2173
H -3.0038 0.6179 2.2540
H 5.0515 3.7383 1.0309
H 1.1570 -1.1298 2.4814
H -5.1256 -4.1061 -4.0883
H -4.7122 1.5639 -0.5981
H 1.0056 -3.4472 -7.3326
H 1.6321 3.3972 6.6097
H 3.7971 3.8074 -0.0733
H 2.3981 -1.0104 -4.0370
H 6.0712 0.7149 -2.3307
H -3.3923 -12.0480 0.3576
H 1.4883 -6.6551 -3.7923
H 0.4282 0.3453 4.7173
H 2.4031 6.3516 -2.2327
H 3.5561 -1.4518 -6.1650
H 3.7081 -4.9721 -1.1667
H -4.3939 -0.6050 -4.1959
H 2.6708 -4.0837 -7.1558
H -3.2298 -1.8126 -1.8143
H -3.5298 6.7751 -7.0845
H -0.7025 2.6710 -3.5917
H -4.6171 -1.2411 6.1026
H -1.7161 6.1042 -2.8489
H -3.8455 -8.7839 3.5607
H -3.4119 4.9367 -1.5905
H -1.2327 -12.9282 -0.5039
H -3.0538 -2.3572 2.8086
H -8.7843 -4.4700 9.3303
H -0.3600 -4.9032 0.5211
H -3.4835 0.6901 -4.7951
H 8.0575 4.9418 -5.6654
H -1.7623 -4.4191 -1.5179
H -4.8013 -3.5057 7.5471
H -0.5963 0.4358 6.0690
H -1.4734 -6.9409 2.9750
H -1.8569 6.7657 -7.6655
```

## Properties
Charge: 0
LUMO in Eh: -0.1402
E_tot in hartree: -5703.03739
Kohn-Sham gap in Eh: 0.137
Highest occupied orbital energy in eV: -7.5390